Computed, not measured: a single C4H5NS2 molecule at a distorted geometry, with ωB97M-V with the def2-TZVPD basis set.

```
12
Properties=species:S:1:pos:R:3:nbo_charge:R:1
C 0.98177 0.81775 -1.40889 -0.258
C 1.27356 2.03039 -0.45914 -0.130
C 0.50907 1.70692 0.69679 -0.242
C -0.05415 0.31297 0.66842 0.069
H -1.65308 -1.61352 -0.33026 0.171
H 0.46545 1.11513 -2.22377 0.218
H 2.01884 0.56591 -1.78447 0.222
H 1.56604 2.91635 -0.91150 0.222
H 0.79788 2.38742 1.42496 0.234
N 0.31177 -0.19654 -0.50983 -0.526
S -0.57744 -1.44536 -1.20076 0.172
S -0.77500 -0.62987 1.85143 -0.155
```

Values from the calculation:
SMILES	S=C1C=CCN1S
largest force on an atom	7.868	eV/Å
E_tot	-1006.45024	hartree
lowest unoccupied orbital energy	-0.0142	Eh
HOMO-LUMO gap	8.0	eV
HOMO	-8.37	eV
relative energy (zero: lowest compared OMol25 entry of this formula, charge and spin)	271.1	kJ/mol